No. 1
Below is a structure of composition C5H10O, with properties calculated with wB97M-V/def2-TZVPD.

Calculated values
**LUMO level**: 0.0334 Ha
**Gap between HOMO and LUMO**: 9.4 eV
**Energy relative to the best compared isomer or geometry (same formula, charge and spin)**: 460.55 kJ/mol

Cartesian coordinates (Å):
C 1.934 0.342 0.424
C 0.796 -0.077 -0.514
C -0.329 -0.597 0.347
C -0.547 -1.963 0.234
C -1.894 1.783 -0.071
O -2.076 1.639 -1.256
H 2.324 -0.520 0.977
H 1.585 1.076 1.158
H 2.762 0.783 -0.140
H 1.181 -0.813 -1.242
H 0.453 0.796 -1.082
H 0.069 -2.634 -0.388
H -1.306 -2.461 0.841
H -1.331 -1.094 -0.307
H -0.961 2.215 0.337
H -2.661 1.523 0.683

No. 2
Below is the molecule C4H6S2 in a non-equilibrium geometry, with properties calculated with wB97M-V/def2-TZVPD.

Calculated values
**LUMO level**: -0.0258 Ha
**SMILES**: S=C/C=C/CS
**Gap between HOMO and LUMO**: 7.8 eV
**Energy relative to the best compared isomer or geometry (same formula, charge and spin)**: 142.65 kJ/mol

Cartesian coordinates (Å):
S -3.290 -0.877 -1.514
C -1.934 -0.143 -1.019
C -0.791 -0.565 -0.216
C 0.094 0.461 0.041
C 1.104 0.240 1.190
S 2.795 0.316 0.441
H -1.799 0.797 -1.660
H -0.777 -1.480 0.279
H 0.098 1.408 -0.459
H 1.052 1.145 1.794
H 0.984 -0.771 1.739
H 2.462 -0.530 -0.618

No. 3
Below is a cluster of 6 separate species, C31H45ClF3N3O24PS2 in total in a non-equilibrium geometry, with properties calculated with wB97M-V/def2-TZVPD.

Calculated values
**LUMO level**: -0.1282 Ha
**Net charge**: +1
**Gap between HOMO and LUMO**: 8.7 eV
**Energy relative to the best compared isomer or geometry (same formula, charge and spin)**: 0.00 kJ/mol

Cartesian coordinates (Å):
C 4.747 2.001 0.401
C 3.537 2.941 0.397
Cl 2.884 2.949 -1.265
C 2.485 2.423 1.384
C 1.529 3.453 2.067
P 2.489 4.092 3.610
N 2.215 5.751 3.774
O 4.030 4.023 3.132
C 1.027 4.462 0.987
S 2.043 5.917 0.709
O -0.303 4.885 1.206
C -1.272 3.892 0.988
C -2.566 4.415 1.650
C -3.330 5.405 0.770
O -2.988 6.554 0.696
C -1.497 3.816 -0.572
O -0.975 4.643 -1.248
N -2.310 2.795 -1.205
C -3.403 2.227 -0.519
O -4.525 2.594 -0.573
F -3.075 1.148 0.222
C -0.802 2.539 1.562
F -0.238 1.755 0.587
N 0.282 2.662 2.628
C 0.674 1.230 3.076
C -0.342 0.404 3.867
C 0.004 -1.082 3.652
C -0.637 -1.699 2.395
O -1.441 -2.829 2.703
C -2.692 -2.516 3.136
O -3.542 -2.068 2.426
S -0.519 3.405 4.074
O -0.418 4.814 4.074
O -1.828 2.868 4.152
F 0.238 2.852 5.283
H 5.113 1.876 1.417
H 4.512 1.052 -0.068
H 5.547 2.481 -0.155
H 3.918 3.923 0.632
H 3.040 1.920 2.174
H 1.937 1.647 0.864
H 3.059 6.300 3.662
H 1.815 5.941 4.685
H 4.255 4.726 2.501
H 1.054 3.959 0.022
H 1.498 6.646 1.683
H -2.329 4.957 2.557
H -3.224 3.576 1.871
H -4.219 5.048 0.230
H -1.694 2.064 -1.560
H -1.628 1.975 1.968
H 0.938 0.666 2.195
H 1.571 1.352 3.675
H -0.302 0.594 4.934
H -1.371 0.555 3.553
H 1.087 -1.198 3.626
H -0.322 -1.621 4.536
H 0.134 -2.018 1.702
H -1.263 -0.951 1.902
H -2.850 -2.717 4.202
C -1.924 -2.121 -4.180
C -2.401 -0.823 -3.556
O -1.270 -0.446 -2.737
C -0.164 -1.033 -3.262
O 0.954 -0.787 -2.927
O -0.498 -1.928 -4.197
H -2.289 -2.295 -5.179
H -2.156 -2.988 -3.561
H -2.569 -0.038 -4.294
H -3.291 -0.939 -2.943
C 1.244 -3.645 -1.308
C 0.556 -4.740 -2.102
O 0.281 -5.717 -1.091
C 0.231 -5.096 0.110
O -0.137 -5.592 1.121
O 0.671 -3.815 -0.006
H 1.041 -2.653 -1.694
H 2.323 -3.788 -1.239
H -0.390 -4.410 -2.536
H 1.178 -5.160 -2.886
C -1.031 -2.347 -8.990
C -1.652 -3.519 -9.728
O -1.969 -4.416 -8.652
C -2.091 -3.702 -7.522
O -2.500 -4.129 -6.486
O -1.678 -2.429 -7.709
H -1.231 -1.384 -9.450
H 0.043 -2.463 -8.844
H -2.577 -3.251 -10.240
H -0.978 -4.000 -10.430
C -1.438 1.434 7.398
C -1.665 1.661 8.882
O -2.167 0.389 9.301
C -1.748 -0.558 8.431
O -1.854 -1.726 8.579
O -1.185 0.031 7.335
H -0.599 1.982 6.994
H -2.331 1.655 6.807
H -0.737 1.867 9.419
H -2.384 2.445 9.100
C 3.162 -7.434 -6.245
C 2.681 -6.713 -4.998
O 3.213 -5.398 -5.187
C 3.414 -5.200 -6.515
O 3.678 -4.155 -7.009
O 3.258 -6.362 -7.189
H 2.471 -8.190 -6.606
H 4.149 -7.879 -6.115
H 1.592 -6.640 -4.952
H 3.054 -7.142 -4.072

Among the records above, which one has the lowest gap between HOMO and LUMO? C4H6S2